(1)
Entry from the OMol25 dataset: one molecule with the formula C4H5NO2 (the ωB97M-V functional and the def2-TZVPD basis).

Atoms and positions in Å:
O  1.332  -1.571  -0.630
O  1.679  1.565  0.798
N  -0.305  -0.363  0.455
C  0.968  -0.599  -0.004
C  -1.135  0.724  -0.017
C  -1.495  -0.703  -0.280
C  1.986  0.463  0.420
H  -2.279  -1.171  0.308
H  -1.650  1.293  0.751
H  -1.360  -1.099  -1.285
H  3.036  0.128  0.313
H  -0.756  1.307  -0.853

## Properties
LUMO level (eV): -0.22
SMILES: O=CC(=O)N1CC1
Total charge: 0
E_tot (eV): -9812.40023
Energy relative to the best compared isomer or geometry (same formula, charge and spin) (kcal per mole): 44.2

(2)
Entry from the OMol25 dataset: one molecule with the formula C4H5NO2 (the ωB97M-V functional and the def2-TZVPD basis).

Atoms and positions in Å:
O  0.183  -0.494  3.014
O  0.196  0.836  -1.142
N  -0.049  -1.136  0.250
C  1.104  0.246  -2.088
C  -0.070  0.055  -0.126
C  -0.973  -0.133  0.965
C  -0.759  -0.017  2.434
H  0.784  -0.764  -2.369
H  -2.005  -0.163  0.634
H  -1.597  0.449  2.984
H  1.106  0.912  -2.951
H  2.079  0.209  -1.605

## Properties
LUMO level (eV): 0.76
SMILES: COC1=N[C@H]1C=O
Total charge: 0
E_tot (eV): -9811.13028
Energy relative to the best compared isomer or geometry (same formula, charge and spin) (kcal per mole): 73.4

Quick rundown of HOMO energy, same order as above: -10.0 -9.9 eV